A structure of composition C3HO3Pd at a distorted geometry, computed with the ωB97M-V functional and the def2-TZVPD basis.

multiplicity	3
molecular weight	191.46	g/mol
E_tot	-467.9310	hartree
charge	+1

Each line ends with the Löwdin spin population.
Element x y z (Å)
O 1.6773 1.6208 -2.2466  0.2823
C 0.9852 0.9867 -1.5501  0.2608
C 0.2238 0.1601 -0.8624  0.4304
O 0.0808 0.4139 0.5345  0.1667
C -0.4735 -0.5886 1.1815  0.0464
O -1.6691 -0.4863 1.4749  0.0968
Pd -0.0672 -1.5872 -1.0096  0.7008
H -0.7573 -0.5194 2.4778  0.0159